The following is a quantum chemistry calculation of a molecular structure, C8H16N2O3, from the OMol25 dataset.

Last column: Löwdin charge in e.
Cartesian coordinates (Å):
1 C 1.96258 -0.98329 -0.06434  -0.340
2 C 0.38415 -0.74897 -0.45332  -0.243
3 C 2.47578 0.15199 0.86561  -0.491
4 C 1.46540 0.46795 1.96282  -0.091
5 C 3.02560 1.46217 0.08708  -0.103
6 C -2.05208 -0.71384 -0.27876  -0.233
7 C -2.33770 0.85547 -0.07573  -0.436
8 C -2.95332 -1.57913 0.51946  -0.087
9 H 2.63066 -0.25841 -1.89688  0.113
10 H 3.75949 -1.29758 -0.98582  0.108
11 H 1.75057 -2.00943 0.27298  0.136
12 H 3.35845 -0.27816 1.37922  0.115
13 H 2.26409 0.52121 3.11822  0.172
14 H 0.40378 -0.53279 2.12348  0.140
15 H 0.91080 1.64498 1.36797  0.195
16 H 3.31308 1.96090 1.09316  0.082
17 H 3.99318 1.51631 -0.70802  0.125
18 H 2.27397 1.97025 -0.64822  0.087
19 H -0.52306 -1.31110 1.34191  0.181
20 H -2.10093 -0.89366 -1.40083  0.179
21 H -3.97961 -1.48307 0.28246  0.072
22 H -2.69682 -2.62856 0.62648  0.075
23 H -2.73487 -1.39488 1.65560  0.123
24 H -0.60414 1.19167 -1.13153  0.057
25 N 2.75986 -1.09845 -1.23647  0.011
26 N -0.69596 -1.28499 0.16628  0.067
27 O 0.27902 0.29796 -1.31119  -0.032
28 O -3.48536 1.32084 0.27417  0.006
29 O -1.57972 1.69274 -0.75995  0.011

Cartesian forces (eV/Å) of the 3 atoms listed first:
C -3.0 -0.6 -0.7
C 1.7 5.7 -2.1
C 0.5 -1.6 -1.0

Results
HOMO level ... -9.43 eV
Lowest unoccupied orbital energy ... -0.46 eV

=====

The following is a quantum chemistry calculation of C4H7NO2 in the gas phase, from the OMol25 dataset.

Last column: Löwdin charge in e.
Cartesian coordinates (Å):
1 C 1.17886 -0.05181 -1.43937  -0.017
2 C 0.16461 0.20785 -0.34629  -0.405
3 C -0.71879 -0.88913 0.19212  -0.177
4 N -1.33822 -0.08292 1.25682  0.048
5 C -0.21551 0.58233 1.83368  -0.515
6 O -0.06375 1.07691 2.90624  0.150
7 O 0.74818 0.71938 0.81621  0.036
8 H 1.74109 -0.97403 -1.23603  0.092
9 H 1.90407 0.76278 -1.52259  0.088
10 H 0.65777 -0.18197 -2.39074  0.085
11 H -0.85781 1.01784 -0.57314  0.191
12 H -0.15006 -1.75855 0.54169  0.140
13 H -1.47701 -1.19124 -0.52753  0.129
14 H -1.57342 0.76256 0.48892  0.156

Cartesian forces (eV/Å) of the 3 atoms listed first:
C -0.2 0.1 0.0
C -1.6 1.0 -1.0
C 0.0 -0.1 -0.5

Results
HOMO level ... -10.70 eV
Lowest unoccupied orbital energy ... 0.68 eV

=====

The following is a quantum chemistry calculation of a molecular structure, C31H31GeO3S3SbV, from the OMol25 dataset.

Last column: Löwdin spin population.
Cartesian coordinates (Å):
1 V 3.00447 -0.08408 2.54803  1.943
2 S 3.34602 -3.83210 2.30211  0.009
3 Sb 4.78028 -2.38525 3.73897  0.028
4 S 5.40308 -0.56146 2.20026  -0.025
5 S 2.99735 -0.99119 4.70938  -0.004
6 O 2.75564 3.60082 1.26492  -0.001
7 C 2.48385 2.40853 1.27624  0.005
8 O 2.24051 1.65235 2.29885  0.030
9 C 2.62676 1.58551 -0.02396  0.002
10 C 1.36011 0.81535 -0.40444  0.000
11 Ge -0.31874 1.78520 -0.59441  0.000
12 C -1.61159 0.59996 -1.43433  0.000
13 C -1.15089 -0.34708 -2.41144  0.000
14 C -1.98416 -1.24698 -2.95886  0.000
15 C -3.34783 -1.21520 -2.61319  0.000
16 C -3.86575 -0.28250 -1.71760  0.000
17 C -2.96798 0.59553 -1.09659  0.000
18 C -0.08697 3.32018 -1.79584  0.000
19 C 0.66151 4.38738 -1.20976  0.000
20 C 0.97978 5.55588 -2.00683  0.000
21 C 0.44739 5.67007 -3.31775  0.000
22 C -0.38271 4.65805 -3.86800  0.000
23 C -0.57890 3.51099 -3.09512  0.000
24 C -0.97570 2.32669 1.11458  0.000
25 C -0.79262 1.60155 2.26161  0.000
26 C -1.37074 1.94044 3.49442  0.000
27 C -2.11631 3.10618 3.57786  0.000
28 C -2.32435 3.90893 2.46402  0.000
29 C -1.77849 3.49544 1.26093  0.000
30 H 3.55048 0.98402 0.09565  0.001
31 H 2.82124 2.26430 -0.84781  0.000
32 H 1.11948 -0.06022 0.23015  0.000
33 H 1.61529 0.28463 -1.35130  0.000
34 H -0.13169 -0.18808 -2.83598  0.000
35 H -1.68143 -1.98212 -3.79804  0.000
36 H -3.86573 -2.02565 -3.10832  0.000
37 H -4.95200 -0.28840 -1.57249  0.000
38 H -3.23253 1.39944 -0.41626  0.000
39 H 1.02136 4.27790 -0.20776  0.000
40 H 1.65277 6.29364 -1.65017  0.000
41 H 0.65944 6.68293 -3.79100  0.000
42 H -0.79277 4.64380 -4.90054  0.000
43 H -1.22805 2.84018 -3.55890  0.000
44 H 0.01638 0.88794 2.27719  0.000
45 H -1.17621 1.28747 4.35741  0.000
46 H -2.60121 3.44120 4.50140  0.000
47 H -2.84780 4.84217 2.60479  0.000
48 H -1.94117 4.15510 0.39394  0.000
49 C -2.08851 -4.41603 -1.75912  0.000
50 C -0.99438 -4.27104 -0.75493  0.000
51 C 0.23400 -3.79121 -1.26211  0.000
52 C 1.20883 -3.42357 -0.40711  0.000
53 C 2.58057 -3.11721 -0.85360  0.000
54 C 0.96031 -3.41117 0.98365  -0.002
55 C 1.90377 -2.73338 2.01592  0.004
56 O 2.18663 -1.48551 1.54380  0.009
57 C -0.22464 -3.90130 1.52674  0.000
58 C -0.39659 -4.09761 3.06402  0.000
59 C -1.18514 -4.39963 0.60026  0.000
60 H -1.62499 -4.27397 -2.74407  0.000
61 H -2.85207 -3.65125 -1.64273  0.000
62 H -2.49969 -5.36700 -1.77669  0.000
63 H 0.47812 -3.80830 -2.29531  0.000
64 H 2.85755 -2.05706 -0.85460  0.000
65 H 2.85785 -3.57280 -1.84628  0.000
66 H 3.20448 -3.57887 -0.20913  0.000
67 H 1.52472 -2.65027 3.00348  0.000
68 H -0.73941 -3.20045 3.53889  0.000
69 H 0.53099 -4.49855 3.54753  0.000
70 H -1.20569 -4.77580 3.28762  0.000
71 H -2.15563 -4.83743 0.90774  0.000

Cartesian forces (eV/Å) of the 3 atoms listed first:
V 0.8 -1.4 -0.5
S 1.0 -0.1 0.4
Sb -0.6 0.7 -0.5

Results
HOMO level (spin up / spin down) ... -5.32 / -5.61 eV
Lowest unoccupied orbital energy (spin up / spin down) ... 2.50 / 2.50 eV
Net charge ... -1
Spin multiplicity ... 3

=====

Computed values of energy relative to the best compared isomer or geometry (same formula, charge and spin) (unit: kcal/mol) for the preceding records, in sequence: 205.64 54.91 0.00.
Computed values of max |F| (unit: Eh/bohr) for the preceding records, in sequence: 0.1223 0.0686 0.0662.